C36H26N8O6SZr | the ωB97M-V functional and the def2-TZVPD basis

Cartesian coordinates (Å):
Zr: 0.0420 -0.5325 0.0154
C: -3.2056 -1.4880 -4.5655
C: -3.7067 -0.2035 -4.3995
C: -3.4442 0.5439 -3.2597
C: -2.6511 -0.0181 -2.2728
C: -2.2906 0.4087 -0.8661
N: -2.0915 -0.8801 -0.1595
C: -1.7537 -1.7626 -1.0854
N: -0.7775 -2.7152 -0.8662
C: 0.2441 -2.3687 -1.7067
C: 1.2813 -3.0727 -2.3960
C: 1.6732 -4.4117 -2.4206
C: 2.7406 -4.7651 -3.2159
C: 3.4071 -3.8060 -3.9956
C: 3.0173 -2.4843 -4.0043
C: 1.9451 -2.0948 -3.2003
C: 1.2836 -0.8364 -2.9852
N: 1.4052 0.2806 -3.7003
C: 0.5340 1.2723 -3.6059
N: -0.5553 1.3029 -2.7809
C: -1.2185 2.4411 -2.9546
N: -2.1547 2.9901 -2.1334
C: -2.7479 2.7192 -1.0283
N: -3.0671 1.4884 -0.2574
C: -1.9051 1.6778 0.6924
N: -1.0450 1.1177 -0.3364
C: -1.9883 3.1395 1.0495
C: -1.6575 3.8147 2.2028
C: -2.0532 5.1459 2.3067
C: -2.7485 5.7683 1.2800
C: -3.0665 5.0886 0.1085
C: -2.6985 3.7639 0.0182
C: -0.5839 3.2257 -4.0096
C: -0.8681 4.4535 -4.5883
C: 0.0124 4.9453 -5.5368
C: 1.1628 4.2389 -5.8925
C: 1.4459 3.0044 -5.3332
C: 0.5566 2.4898 -4.4020
N: 0.3310 -1.0418 -2.0032
C: -2.2527 -1.3520 -2.4037
C: -2.4688 -2.0837 -3.5558
H: -3.4177 -2.0346 -5.4738
H: -4.3312 0.2262 -5.1703
H: -3.8564 1.5366 -3.1725
H: 1.1407 -5.1404 -1.8225
H: 3.0667 -5.7954 -3.2565
H: 4.2422 -4.1203 -4.6061
H: 3.5172 -1.7538 -4.6231
H: -1.1335 3.3090 3.0025
H: -1.8290 5.6946 3.2106
H: -3.0635 6.7960 1.3969
H: -3.6143 5.5672 -0.6898
H: -1.7517 5.0073 -4.3027
H: -0.1907 5.8969 -6.0092
H: 1.8452 4.6674 -6.6150
H: 2.3306 2.4463 -5.6050
H: -2.0944 -3.0947 -3.6390
O: -0.5248 0.4028 3.8453
S: -0.5691 0.2054 2.4444
O: 0.5494 0.8082 1.6796
O: -0.5598 -1.1919 1.9797
O: -1.9122 0.8848 1.9157
C: 2.0825 1.8501 -0.6350
O: 2.1084 0.4177 -0.5290
C: 3.2151 -0.0449 0.2364
C: 3.1215 -1.5614 0.2528
O: 1.7915 -1.8712 0.6615
C: 1.6237 -3.2394 1.0484
H: 1.9285 2.3004 0.3481
H: 1.2431 2.0951 -1.2826
H: 3.0158 2.2034 -1.0791
H: 3.1500 0.3546 1.2569
H: 4.1523 0.2754 -0.2323
H: 3.8427 -1.9822 0.9610
H: 3.3067 -1.9742 -0.7487
H: 2.1160 -3.4236 2.0070
H: 2.0405 -3.9015 0.2862
H: 0.5515 -3.4090 1.1397

Atomic forces in eV per Å
Zr 2.3 -2.0 -0.4
C 0.1 -0.1 -0.1
C -0.1 0.1 0.0
C 0.0 0.0 0.1
C -0.2 -0.7 0.1
C -0.2 0.5 -0.7
N -0.4 -0.4 -0.2
C -0.4 -0.1 -0.7
N -0.1 0.8 0.9
C 0.3 -0.4 -1.0
C 0.1 0.4 0.0
C 0.0 -0.1 -0.1
C -0.2 -0.2 0.2
C 0.0 0.3 -0.1
C 0.2 -0.1 -0.2
C -0.5 0.1 0.4
C 0.0 0.0 -0.2
N -0.3 0.4 0.1
C 0.5 -0.3 -0.4
N -0.7 0.6 0.1
C 0.9 -0.7 -0.2
N -0.8 0.0 0.6
C 0.4 0.2 -0.5
N -0.2 -0.4 0.0
C 0.2 0.4 -0.1
N -0.5 0.8 0.1
C -0.3 0.1 -0.2
C 0.0 -0.1 -0.1
C 0.1 -0.1 0.1
C 0.0 0.0 -0.1
C 0.0 -0.1 -0.1
C 0.1 -0.1 0.5
C 0.4 -0.1 -0.3
C 0.0 0.0 0.1
C -0.1 0.1 0.0
C 0.1 0.0 0.0
C 0.0 -0.1 0.0
C -0.2 0.4 0.0
N 0.4 -0.7 -1.2
C -0.6 0.4 -0.1
C 0.1 0.0 0.2
H 0.0 0.0 0.0
H 0.0 0.0 -0.1
H 0.0 0.1 0.0
H 0.0 -0.1 0.0
H 0.0 0.0 0.0
H 0.0 0.0 0.0
H 0.1 0.0 0.0
H 0.0 0.0 0.1
H 0.0 0.0 0.0
H 0.0 0.0 0.0
H 0.0 0.1 0.0
H 0.0 0.0 0.0
H 0.0 0.0 0.0
H 0.0 0.0 0.0
H 0.1 0.0 0.0
H -0.1 -0.1 0.0
O -0.3 0.0 -0.1
S -0.2 0.7 2.2
O -0.1 0.6 0.0
O -0.5 -0.5 0.7
O -0.1 0.0 0.4
C 0.0 0.4 -0.2
O 0.1 0.4 0.2
C 0.1 -0.4 0.2
C 0.3 0.4 -0.2
O 0.5 -0.2 0.3
C -0.2 -0.3 0.2
H 0.1 -0.1 0.0
H 0.1 0.0 0.1
H 0.0 -0.1 0.0
H 0.0 0.0 -0.1
H -0.1 0.0 0.0
H -0.1 0.0 0.0
H -0.1 0.0 0.2
H 0.0 0.1 -0.1
H 0.0 0.1 0.0
H 0.2 -0.1 0.0

Summary:
Energy above the lowest of the compared OMol25 structures with the same formula, charge and spin = 189.96 kcal/mol
Kohn-Sham gap (alpha / beta) = 5.1 / 5.1 eV
HOMO level (alpha / beta) = -6.1 / -6.1 eV

Here are the Löwdin charges for atoms 1 to 2, given in e: 1.83, -0.07


C13H15FMnNO8P2S | the ωB97M-V functional and the def2-TZVPD basis

Cartesian coordinates (Å):
Mn: -0.0834 -0.0841 -0.2437
C: -1.7444 -3.8902 -2.4644
C: -2.0666 -2.8676 -1.3999
O: -3.3354 -3.0485 -0.7941
P: -0.9056 -2.9665 0.0068
O: -1.3945 -4.2083 0.8643
O: 0.4939 -3.4638 -0.5187
O: -0.8079 -1.7313 0.8205
P: -1.8265 -1.1692 -2.0988
O: -2.4218 -0.1934 -0.9069
O: -2.5752 -0.9498 -3.3395
O: -0.3251 -0.9716 -1.9974
H: -1.6921 -4.8923 -2.0394
H: -0.7849 -3.6293 -2.9095
H: -2.5047 -3.8628 -3.2448
H: -4.0152 -2.9024 -1.4672
H: -2.3332 -4.1635 1.0508
H: 1.2286 -2.9208 -0.2020
H: -3.2726 0.1735 -1.1576
O: 0.1610 0.8460 1.5635
N: 1.2074 0.7912 2.3669
C: 1.1627 1.5383 3.4864
C: 2.1789 1.5339 4.4039
C: 3.3007 0.7362 4.1639
C: 3.3438 -0.0124 3.0161
C: 2.2913 0.0075 2.0881
S: 2.3797 -0.9013 0.6491
H: 0.2658 2.1287 3.5951
H: 2.1039 2.1396 5.2905
H: 4.1200 0.7166 4.8642
H: 4.1880 -0.6376 2.7790
F: 1.7466 5.2314 -2.6407
C: 1.4026 4.0319 -2.1225
C: 0.1073 3.8420 -1.6756
C: -0.2307 2.6155 -1.1276
C: 0.6992 1.5714 -1.0299
C: 1.9929 1.8099 -1.5006
C: 2.3528 3.0315 -2.0470
H: -0.6107 4.6442 -1.7594
H: -1.2482 2.4676 -0.7689
H: 2.7380 1.0264 -1.4471
H: 3.3534 3.2117 -2.4090

Atomic forces in eV per Å
Mn 1.9 0.7 1.7
C 0.1 -0.1 -0.1
C 0.4 0.6 0.2
O -0.4 -0.1 -0.1
P 0.4 -1.3 0.3
O 0.4 0.1 -0.3
O -0.6 -0.3 -0.2
O -0.2 0.7 -0.1
P -1.1 -0.1 -0.5
O 0.6 -0.3 -0.1
O -0.1 -0.2 -0.1
O 0.3 0.3 0.5
H 0.0 0.0 0.0
H 0.0 -0.2 -0.1
H 0.0 0.0 0.0
H 0.1 0.0 0.1
H -0.5 0.0 0.1
H 0.3 0.3 0.2
H -0.2 0.2 -0.1
O -0.6 -0.1 -0.4
N 0.5 -0.4 -0.2
C -0.1 0.3 0.3
C 0.0 -0.1 -0.2
C -0.2 0.0 -0.2
C -0.1 0.2 0.2
C -0.2 -0.2 -0.2
S -0.4 -0.1 -0.6
H 0.0 0.0 -0.1
H -0.1 0.1 0.1
H 0.1 0.0 0.1
H 0.1 -0.1 0.0
F 0.0 -0.1 0.0
C -0.1 -0.1 0.1
C 0.2 0.2 -0.1
C 0.0 -0.6 0.2
C -0.1 1.1 -0.6
C -0.2 -0.7 0.2
C -0.2 0.2 0.0
H 0.0 0.0 0.0
H 0.1 0.1 0.0
H 0.0 0.0 0.0
H 0.1 0.0 0.0

Summary:
2S+1 = 5
Energy above the lowest of the compared OMol25 structures with the same formula, charge and spin = 4.48 kcal/mol
Expectation value of S² = 6.19
Kohn-Sham gap (alpha / beta) = 7.4 / 8.3 eV
HOMO level (alpha / beta) = -8.1 / -8.1 eV

Here are the Löwdin charges for atoms 1 to 2, given in e: 0.82, -0.06


C3H8N2S | the ωB97M-V functional and the def2-TZVPD basis

Cartesian coordinates (Å):
N: 0.5376 1.1649 -1.2709
C: -0.3533 1.0290 -0.1607
C: -0.0056 0.0768 0.9611
N: 1.1703 -0.7220 0.7664
C: -1.2020 -0.2066 0.0702
S: -1.2251 -1.5626 -1.1000
H: 1.0968 0.3233 -1.3337
H: 0.0121 1.2299 -2.1242
H: -0.8106 1.9952 0.1735
H: -0.2479 0.4141 1.9559
H: 2.0238 -0.1931 0.9331
H: 1.1729 -1.5231 1.4299
H: -2.1773 -0.0347 0.5575
H: 0.0084 -1.9909 -0.8580

Atomic forces in eV per Å
N 0.2 -0.1 0.4
C -0.6 0.9 0.7
C 0.1 0.2 -0.7
N 0.2 -0.9 0.9
C -0.5 0.2 0.4
S -0.4 0.3 0.1
H 0.1 0.0 -0.1
H -0.2 0.0 -0.4
H 0.4 -1.0 -0.4
H 0.0 0.0 0.3
H -0.2 0.0 0.0
H 0.0 0.8 -0.7
H 0.6 -0.3 -0.4
H 0.3 -0.1 0.1

Summary:
Energy above the lowest of the compared OMol25 structures with the same formula, charge and spin = 35.68 kcal/mol
SMILES = N[C@@H]1[C@H](N)[C@@H]1S
Kohn-Sham gap = 9.3 eV
HOMO level = -8.5 eV

Here are the Löwdin charges for atoms 1 to 2, given in e: 0.04, -0.36


What is the formula in the third record?
C3H8N2S